Entry a
DFT (ωB97M-V/def2-TZVPD) results for a gas-phase ion, C5H9N2O2 (charge +1).

Summary:
Kohn-Sham gap (spin up / spin down) = 7.569 / 7.564 eV
HOMO level (spin up / spin down) = -13.454 / -13.451 eV
charge = +1

Each line ends with the Löwdin charge.
Cartesian coordinates (Å):
C  -0.54002  0.56690  0.25693  0.15
C  0.94534  0.52075  0.36840  -0.43
C  -1.36014  -1.53825  1.03123  -0.06
C  2.64784  0.57967  -1.30860  -0.08
C  -2.76363  -0.26589  -0.31663  0.03
N  1.39195  0.26340  -0.76899  0.08
N  -1.39354  -0.43479  0.33195  -0.11
O  1.62124  1.06172  1.33405  0.19
O  -0.22621  -2.15151  1.13051  0.15
H  -1.06258  1.39938  0.00714  0.12
H  2.88387  1.72201  -1.22487  0.14
H  3.46887  0.04485  -0.87163  0.09
H  2.60324  0.27785  -2.38339  0.10
H  -2.62371  -0.15821  -1.49022  0.15
H  -3.33692  -1.13476  -0.08631  0.07
H  -3.26650  0.70592  0.01079  0.13
H  1.17585  1.33132  2.11911  0.13
H  -0.16494  -2.79036  1.86053  0.15


Entry b
DFT (ωB97M-V/def2-TZVPD) results for 2 unconnected molecules or ions with the total composition C5H9N2O2.

Summary:
Kohn-Sham gap (spin up / spin down) = 6.354 / 8.811 eV
HOMO level (spin up / spin down) = -12.115 / -12.750 eV
charge = +1

Each line ends with the Löwdin charge.
Cartesian coordinates (Å):
C  1.90220  -0.85559  0.18272  -0.18
C  1.22428  -0.93642  -0.97043  -0.01
C  0.81018  0.94034  0.99596  -0.06
C  0.17816  1.13411  -0.26768  -0.23
C  -1.43253  -0.88356  1.03442  0.01
N  1.72965  -0.02598  1.18268  0.07
N  0.19909  0.07448  -1.27760  0.10
O  -0.70070  2.16682  -0.55886  0.10
O  -2.02640  -0.81797  -0.18631  -0.06
H  2.82762  -1.56596  0.40073  0.18
H  1.32369  -1.69281  -1.70517  0.12
H  0.74746  1.69620  1.76410  0.14
H  -1.57266  0.00082  1.66518  0.10
H  -0.82093  -1.76284  1.15312  0.10
H  0.08514  0.60588  -2.18127  0.22
H  -0.76537  -0.50082  -1.22111  0.17
H  -1.09697  2.46508  0.24660  0.11
H  -2.61194  -0.04179  -0.25706  0.14


Entry c
DFT (ωB97M-V/def2-TZVPD) results for a gas-phase ion, C5H9N2O2 (charge +1).

Summary:
Kohn-Sham gap (spin up / spin down) = 8.220 / 8.221 eV
SMILES = CC(=[NH2+])C(=O)O/C=C\N
HOMO level (spin up / spin down) = -12.904 / -12.904 eV
charge = +1

Each line ends with the Löwdin charge.
Cartesian coordinates (Å):
C  -1.40857  0.92706  0.43668  0.03
C  -0.91981  -0.43496  0.72924  -0.20
N  -1.00677  -0.91216  1.93922  0.26
C  -0.78688  -1.40522  -0.47173  -0.45
O  -1.67964  -2.11350  -0.80465  0.22
O  0.40658  -1.27892  -1.01056  0.08
C  1.24348  -0.51689  -0.15822  -0.14
C  1.90310  0.56028  -0.67054  -0.12
N  1.62111  1.10504  -1.85304  0.14
H  -0.87579  1.40119  -0.38362  0.10
H  -1.38537  1.56572  1.31859  0.11
H  -2.45318  0.83842  0.11390  0.13
H  -1.29779  -0.32643  2.71546  0.16
H  -0.81967  -1.88589  2.14699  0.16
H  1.61549  -1.03290  0.71106  0.13
H  2.62434  1.06319  -0.04073  0.14
H  1.04333  0.58633  -2.49910  0.12
H  2.17604  1.85965  -2.21894  0.12


Which structure is the least stable? The one labeled entry b.


Entry a
DFT (ωB97M-V/def2-TZVPD) results for 2 unconnected molecules or ions with the total composition C2H8N2O.

Summary:
Kohn-Sham gap = 10.220 eV
SMILES = [H]/N=C\C.NO
HOMO level = -9.273 eV

Each line ends with the Löwdin charge.
Cartesian coordinates (Å):
H  -1.48394  2.54065  0.82797  0.04
N  -0.67841  2.29277  0.25223  0.06
C  -0.31007  1.09516  0.34278  -0.34
C  -0.97648  0.01275  1.13682  -0.09
H  0.75899  0.91392  -0.03108  0.09
H  -1.25536  -0.81462  0.48526  0.06
H  -0.30007  -0.36252  1.90382  0.08
H  -1.90230  0.35053  1.60196  0.07
N  1.31047  -0.70641  -1.35811  -0.05
O  1.04799  -2.10592  -1.11783  -0.13
H  1.40221  -0.60591  -2.36871  0.08
H  2.22471  -0.49682  -0.94609  0.08
H  0.16225  -2.11359  -0.72900  0.06


Entry b
DFT (ωB97M-V/def2-TZVPD) results for 2 unconnected molecules or ions with the total composition C2H8N2O.

Summary:
Kohn-Sham gap = 9.848 eV
SMILES = C=O.NCN
HOMO level = -9.231 eV

Each line ends with the Löwdin charge.
Cartesian coordinates (Å):
C  -5.89399  -1.81536  -1.10720  -0.14
O  -6.70375  -1.21478  -1.77058  -0.02
H  -4.81693  -1.58660  -1.09724  0.08
H  -6.31176  -2.17402  -0.13099  0.08
N  3.17119  0.82130  1.52425  0.00
C  2.36941  1.14656  0.36512  -0.39
N  2.11430  0.14519  -0.65495  -0.03
H  2.74472  0.35903  2.30504  0.06
H  3.91741  1.46189  1.71660  0.05
H  2.87729  1.98657  -0.08628  0.10
H  1.38111  1.55467  0.62037  0.10
H  2.25849  -0.82197  -0.36248  0.06
H  2.89251  0.13752  -1.32166  0.06


Entry c
DFT (ωB97M-V/def2-TZVPD) results for 2 unconnected molecules or ions with the total composition C2H8N2O.

Summary:
Kohn-Sham gap = 9.657 eV
SMILES = C=NN.CO
HOMO level = -9.176 eV

Each line ends with the Löwdin charge.
Cartesian coordinates (Å):
C  0.81380  -1.40879  -0.73936  -0.08
N  0.14408  -0.39255  -1.27345  -0.12
N  -1.06363  -0.70835  -1.71779  0.00
H  1.88289  -1.26736  -0.54234  0.08
H  0.53166  -2.44301  -0.99049  0.08
H  -1.57389  0.11752  -2.03187  0.10
H  -1.67689  -1.19556  -1.05919  0.11
C  0.18111  1.56444  1.56100  -0.22
O  -0.41560  0.34141  1.22396  -0.24
H  1.11656  1.36788  2.10214  0.07
H  -0.47249  2.16088  2.21034  0.07
H  0.36706  2.21393  0.69687  0.07
H  0.16533  -0.35043  0.56018  0.09


Which structure is the least stable? The one labeled entry c.


Entry a
DFT (ωB97M-V/def2-TZVPD) results for 2 unconnected molecules or ions with the total composition C2H9N4.

Summary:
Kohn-Sham gap = 10.107 eV
HOMO level = -13.366 eV
charge = +1

Each line ends with the Löwdin charge.
Cartesian coordinates (Å):
C  -2.11349  0.85061  0.13372  0.08
C  -0.72916  0.56966  -0.09166  -0.28
N  -1.40530  -0.48011  0.09019  -0.06
N  0.45527  1.14196  -0.10130  0.24
N  2.98033  -0.08922  0.07902  -0.01
N  -1.74459  -1.66955  -0.35617  0.11
H  -2.41699  1.03495  1.21192  0.14
H  -2.83564  1.04336  -0.64096  0.12
H  0.39162  2.13658  -0.17886  0.13
H  1.31357  0.60727  -0.27868  0.06
H  2.80414  -1.05463  -0.02493  0.00
H  3.46688  0.38639  -0.68648  0.05
H  3.56479  -0.20539  1.01996  0.12
H  -2.72158  -1.88339  -0.14078  0.13
H  -1.00985  -2.38850  -0.03499  0.17


Entry b
DFT (ωB97M-V/def2-TZVPD) results for 2 unconnected molecules or ions with the total composition C2H9N4.

Summary:
Kohn-Sham gap = 10.649 eV
HOMO level = -13.907 eV
charge = +1

Each line ends with the Löwdin charge.
Cartesian coordinates (Å):
C  1.77494  -0.36055  0.00827  -0.09
C  -2.91405  -0.30033  -0.05096  -0.13
N  2.86265  0.02916  -0.22034  0.07
N  0.53084  -0.61034  -0.00796  0.17
N  -1.86404  0.72627  -0.03038  -0.08
N  4.05349  0.44186  0.08880  0.11
H  -2.63432  -1.11683  0.61467  0.08
H  -3.88313  0.08719  0.26690  0.08
H  -3.01634  -0.68865  -1.06161  0.08
H  -0.35138  0.07109  -0.05402  0.10
H  0.24901  -1.58559  -0.02774  0.13
H  -1.88719  1.22151  0.85773  0.10
H  4.38073  0.32575  1.03855  0.14
H  -2.03377  1.40887  -0.76546  0.10
H  4.73256  0.35060  -0.65644  0.13


Entry c
DFT (ωB97M-V/def2-TZVPD) results for 2 unconnected molecules or ions with the total composition C2H9N4.

Summary:
Kohn-Sham gap = 11.605 eV
HOMO level = -14.553 eV
charge = +1

Each line ends with the Löwdin charge.
Cartesian coordinates (Å):
C  1.31774  -0.88414  2.96324  -0.05
N  0.38918  -0.78460  2.10196  -0.01
H  2.26734  -0.43894  2.69330  0.07
H  1.17627  -1.35542  3.93065  0.08
H  -0.45273  -1.28347  2.39637  0.07
N  -0.65485  -0.89280  -1.27964  0.20
C  -0.39081  0.43584  -1.26016  -0.46
N  -0.43642  1.11093  -2.43401  0.18
N  -0.21014  1.03748  -0.09996  0.21
H  -0.43895  -1.33936  -2.15577  0.13
H  -0.27295  -1.38974  -0.48498  0.11
H  -0.67910  2.08851  -2.32128  0.13
H  -1.09310  0.69278  -3.08738  0.13
H  0.25203  1.92639  -0.04820  0.14
H  -0.18893  0.39369  0.71869  0.07


Which structure is the least stable? The one labeled entry a.


Entry a
DFT (ωB97M-V/def2-TZVPD) results for 2 unconnected molecules or ions with the total composition C5H8O4.

Summary:
Kohn-Sham gap = 8.052 eV
HOMO level = -1.396 eV
charge = -2

Each line ends with the Löwdin charge.
Cartesian coordinates (Å):
C  0.18364  1.81375  -1.70157  -0.07
C  -1.31001  1.67036  -2.17898  -0.81
O  -2.19810  2.00251  -1.38012  -0.09
O  -1.41239  1.34327  -3.39047  -0.15
H  0.32626  1.82800  -0.62677  0.04
H  0.34829  2.77941  -2.19756  0.05
H  0.85159  1.12181  -2.21509  0.04
C  0.31197  -1.87688  1.41753  -0.19
C  1.01639  -0.85804  0.49879  -0.13
C  -0.60829  -1.19936  2.47108  -0.77
O  -1.78408  -1.62487  2.53468  -0.11
O  -0.08246  -0.31632  3.19252  -0.12
H  -0.33994  -2.53720  0.84923  0.08
H  1.08215  -2.43318  1.95790  0.08
H  2.08277  -1.07397  0.37339  0.05
H  0.91628  0.14535  0.91044  0.05
H  0.61592  -0.78465  -0.51500  0.05


Entry b
DFT (ωB97M-V/def2-TZVPD) results for 2 unconnected molecules or ions with the total composition C5H8O4.

Summary:
Kohn-Sham gap = 8.196 eV
HOMO level = -1.810 eV
charge = -2

Each line ends with the Löwdin charge.
Cartesian coordinates (Å):
C  -1.79470  1.02183  -1.13162  -0.07
C  -2.44181  1.37552  -2.49398  -0.81
O  -3.29978  0.54945  -2.90042  -0.14
O  -2.05568  2.42779  -3.05023  -0.13
H  -2.09933  1.72708  -0.35472  0.05
H  -0.70709  1.02986  -1.15127  0.05
H  -2.15107  0.04264  -0.81168  0.05
C  1.39101  -1.14087  0.63742  -0.20
C  0.51379  -0.11851  1.33269  -0.14
C  2.69672  -1.39628  1.46669  -0.77
O  2.51614  -1.70990  2.67266  -0.13
O  3.79299  -1.27420  0.87685  -0.12
H  0.91558  -2.09434  0.39435  0.09
H  1.77391  -0.78884  -0.32807  0.08
H  0.42265  -0.48717  2.35817  0.05
H  -0.50692  0.01101  0.98766  0.03
H  1.03359  0.82492  1.49550  0.07


Which structure is the least stable? The one labeled entry a.